Entry 1:
{"formula": "C41H36N10O7Ti", "method": "ωB97M-V/def2-TZVPD", "gap_ev": [5.22, 7.02], "de_lowest_ev": 0.316, "charge": 0, "total_energy_ha": -3507.67192, "multiplicity": 3, "elements": ["Ti", "N", "C", "N", "C", "N", "N", "C", "C", "C", "C", "C", "C", "N", "C", "C", "C", "C", "C", "C", "H", "H", "H", "H", "H", "H", "H", "H", "H", "H", "H", "O", "C", "O", "C", "C", "N", "N", "C", "C", "O", "O", "H", "H", "H", "C", "O", "C", "C", "C", "C", "C", "C", "N", "C", "N", "C", "C", "C", "C", "C", "C", "O", "C", "N", "C", "C", "C", "C", "C", "C", "O", "C", "H", "H", "H", "H", "H", "H", "H", "H", "H", "H", "H", "H", "H", "H", "H", "H", "H", "H", "H", "H", "H", "H"], "xyz": [[0.398, 1.848, 0.258], [-4.586, -1.688, 2.741], [-4.342, -0.514, 2.149], [-3.161, 0.027, 1.924], [-2.049, -0.721, 2.227], [-0.836, -0.310, 1.951], [-0.688, 1.031, 1.803], [-1.029, 1.958, 2.710], [-0.438, 3.258, 2.764], [-0.564, 4.157, 3.813], [0.223, 5.293, 3.854], [0.949, 5.659, 2.754], [0.962, 4.764, 1.655], [0.306, 3.606, 1.651], [-2.219, -2.072, 2.718], [-1.120, -2.969, 2.911], [-1.315, -4.104, 3.687], [-2.540, -4.359, 4.310], [-3.662, -3.650, 3.894], [-3.490, -2.454, 3.191], [-5.523, -2.095, 2.639], [-5.218, 0.071, 1.897], [-1.783, 1.707, 3.458], [-1.368, 3.987, 4.553], [0.055, 5.954, 4.697], [1.499, 6.590, 2.650], [1.511, 5.076, 0.768], [-0.188, -2.714, 2.466], [-0.482, -4.803, 3.813], [-2.656, -5.242, 4.945], [-4.656, -3.970, 4.237], [-1.852, 5.331, -3.825], [-2.887, 4.681, -3.308], [-4.055, 4.781, -3.659], [-2.576, 3.793, -2.232], [-3.512, 3.024, -1.521], [-2.851, 2.343, -0.552], [-1.499, 2.613, -0.601], [-1.304, 3.464, -1.651], [0.067, 3.880, -1.756], [0.415, 4.736, -2.605], [0.957, 3.282, -0.989], [-0.924, 5.164, -3.414], [-4.565, 2.888, -1.723], [-3.250, 1.713, 0.158], [-0.894, -4.861, -3.764], [-0.245, -4.205, -2.678], [1.068, -4.514, -2.311], [1.738, -5.666, -2.588], [3.091, -5.738, -2.319], [3.744, -4.670, -1.627], [3.076, -3.473, -1.374], [1.711, -3.404, -1.656], [1.060, -2.166, -1.552], [1.219, -1.060, -0.719], [2.048, -1.080, 0.362], [2.442, -0.001, 1.076], [2.232, 1.377, 0.799], [3.139, 2.295, 1.191], [4.067, 1.989, 2.196], [4.040, 0.701, 2.799], [3.215, -0.247, 2.236], [2.857, -1.458, 2.788], [3.179, -1.696, 4.173], [0.475, 0.021, -0.894], [-0.202, 0.148, -2.107], [-1.466, -0.468, -2.283], [-2.246, -0.204, -3.418], [-1.759, 0.710, -4.399], [-0.463, 1.219, -4.272], [0.414, 0.838, -3.201], [1.669, 1.347, -3.116], [2.235, 1.589, -4.443], [-1.504, -4.114, -4.272], [-1.566, -5.666, -3.395], [-0.083, -5.318, -4.388], [1.211, -6.454, -3.089], [3.656, -6.652, -2.509], [4.747, -4.791, -1.223], [3.591, -2.537, -1.057], [0.198, -2.155, -2.071], [2.470, -1.961, 0.753], [3.081, 3.307, 0.790], [4.695, 2.762, 2.637], [4.610, 0.553, 3.680], [2.868, -2.688, 4.402], [2.608, -0.998, 4.812], [4.279, -1.621, 4.336], [-1.911, -1.058, -1.470], [-3.230, -0.680, -3.630], [-2.389, 1.036, -5.210], [-0.136, 1.912, -5.033], [3.376, 1.601, -4.369], [1.815, 2.465, -4.937], [2.019, 0.722, -5.065]], "lowdin_charge": [0.9735, 0.0934, -0.1581, 0.1200, -0.3257, 0.0914, -0.1752, -0.1134, -0.2664, -0.0458, -0.0950, -0.0705, -0.1125, 0.0276, -0.0780, 0.0070, -0.0813, -0.0817, -0.0281, -0.1769, 0.1651, 0.1259, 0.1063, 0.1205, 0.1050, 0.0996, 0.1149, 0.0945, 0.1077, 0.1078, 0.1163, 0.1106, -0.5209, 0.0788, -0.0580, 0.0259, 0.0717, 0.0454, -0.1024, -0.4947, 0.0497, -0.1258, 0.0861, 0.1376, 0.1390, -0.0591, -0.1229, -0.1938, -0.0472, -0.0745, -0.0767, -0.0338, -0.1442, 0.1708, -0.2696, 0.1575, -0.1979, -0.2036, -0.1322, -0.0649, -0.0282, -0.2331, -0.1262, -0.0551, 0.0451, -0.2414, -0.0462, -0.0893, -0.0750, -0.0152, -0.2142, -0.0728, -0.0442, 0.0885, 0.0972, 0.0984, 0.1091, 0.1033, 0.0997, 0.1293, 0.1112, 0.1716, 0.0918, 0.0959, 0.0891, 0.0700, 0.1055, 0.0971, 0.1219, 0.1055, 0.0990, 0.1031, 0.1188, 0.0839, 0.0870]}

=====

Entry 2:
{"formula": "C41H36N2PSTc", "method": "ωB97M-V/def2-TZVPD", "gap_ev": [7.32, 6.83], "de_lowest_ev": 0.000, "charge": 1, "total_energy_ha": -2513.59629, "multiplicity": 4, "elements": ["Tc", "C", "C", "C", "C", "C", "C", "C", "H", "H", "H", "H", "H", "H", "H", "H", "C", "C", "C", "C", "C", "C", "P", "C", "C", "C", "C", "C", "C", "C", "C", "C", "C", "C", "C", "H", "H", "H", "H", "H", "H", "H", "H", "H", "H", "H", "H", "H", "H", "C", "C", "C", "C", "C", "C", "C", "C", "C", "C", "C", "C", "C", "C", "C", "H", "H", "H", "H", "H", "H", "H", "H", "H", "H", "N", "C", "N", "S", "H", "H", "H", "H"], "xyz": [[-1.748, -0.978, 0.328], [-4.546, -1.611, -1.703], [-3.076, -1.307, -1.662], [-2.614, 0.028, -1.654], [-1.233, 0.330, -1.738], [-0.298, -0.690, -1.653], [-0.753, -2.023, -1.485], [-2.124, -2.337, -1.590], [-5.120, -0.832, -1.205], [-4.766, -2.567, -1.230], [-4.883, -1.664, -2.741], [-3.333, 0.837, -1.645], [-0.914, 1.363, -1.785], [0.760, -0.468, -1.633], [-0.036, -2.818, -1.337], [-2.448, -3.368, -1.523], [-4.723, 1.447, 5.014], [-4.628, 0.261, 4.304], [-3.676, 0.129, 3.303], [-2.814, 1.182, 3.013], [-2.911, 2.371, 3.734], [-3.865, 2.503, 4.730], [-1.533, 0.932, 1.747], [-1.416, 2.526, 0.891], [-0.183, 3.004, 0.455], [-0.118, 4.168, -0.298], [-1.279, 4.856, -0.622], [-2.511, 4.377, -0.196], [-2.582, 3.214, 0.555], [0.011, 0.676, 2.669], [0.677, 1.609, 3.449], [1.807, 1.218, 4.153], [2.245, -0.102, 4.092], [1.568, -1.038, 3.329], [0.447, -0.651, 2.603], [-5.467, 1.553, 5.792], [-5.294, -0.562, 4.526], [-3.595, -0.799, 2.746], [-2.247, 3.197, 3.510], [-3.942, 3.428, 5.285], [0.723, 2.454, 0.683], [0.842, 4.534, -0.637], [-1.227, 5.767, -1.205], [-3.418, 4.912, -0.445], [-3.545, 2.845, 0.891], [0.326, 2.633, 3.502], [2.343, 1.937, 4.758], [3.123, -0.399, 4.650], [1.908, -2.066, 3.287], [-0.337, -1.534, 1.738], [-0.429, -2.821, 1.621], [-0.695, -4.098, 1.354], [0.040, -4.782, 0.276], [1.377, -4.478, 0.018], [2.029, -5.036, -1.070], [1.357, -5.909, -1.915], [0.031, -6.233, -1.655], [-0.622, -5.681, -0.565], [-1.760, -4.807, 2.115], [-2.939, -4.151, 2.469], [-3.929, -4.808, 3.181], [-3.754, -6.136, 3.547], [-2.587, -6.799, 3.198], [-1.598, -6.141, 2.483], [1.902, -3.796, 0.677], [3.068, -4.794, -1.255], [1.867, -6.347, -2.762], [-0.496, -6.920, -2.304], [-1.655, -5.940, -0.363], [-3.075, -3.115, 2.174], [-4.840, -4.289, 3.447], [-4.527, -6.653, 4.101], [-2.446, -7.832, 3.485], [-0.685, -6.659, 2.214], [4.408, 2.535, 0.263], [4.012, 1.461, -0.449], [4.714, 1.191, -1.562], [2.707, 0.529, 0.028], [5.276, 3.007, 0.072], [3.986, 2.668, 1.165], [5.517, 1.728, -1.841], [4.454, 0.388, -2.104]], "lowdin_charge": [1.0897, -0.0309, -0.3481, -0.1271, -0.1116, -0.1118, -0.1376, -0.0912, 0.0864, 0.0858, 0.0977, 0.1200, 0.1160, 0.0509, 0.1023, 0.1241, -0.0676, -0.0697, -0.0980, -0.3489, -0.0860, -0.0639, 1.0303, -0.3651, -0.1040, -0.0682, -0.0705, -0.0697, -0.1001, -0.3117, -0.0737, -0.0680, -0.0600, -0.0241, -0.2733, 0.1101, 0.1078, 0.0656, 0.1081, 0.1104, 0.0521, 0.1086, 0.1088, 0.1094, 0.1110, 0.1108, 0.1075, 0.1109, 0.1211, -0.2399, -0.0148, -0.1508, -0.2173, -0.0382, -0.0714, -0.0768, -0.0675, -0.0400, -0.1861, -0.0367, -0.0744, -0.0790, -0.0670, -0.0294, 0.1181, 0.1077, 0.1061, 0.1080, 0.1207, 0.0769, 0.1034, 0.1061, 0.1084, 0.1224, 0.0876, -0.9643, 0.0888, 0.6386, 0.1068, 0.0890, 0.1081, 0.0924]}